Entry 1:
6
Properties=species:S:1:pos:R:3:forces:R:3:lowdin_charge:R:1 method="wB97M-V/def2-TZVPD" total_charge=0 e_tot_ev=-4157.8660 spin_multiplicity=1 e_lumo_ev=0.28
O 6.14207 -2.45956 -1.28471 4.3 8.3 -3.3 0.068
H 6.60969 -1.98007 -2.00560 -0.3 -0.6 0.4 0.135
H 6.08402 -1.80746 -0.55009 0.1 -0.7 -0.6 0.137
O 5.14524 -3.96408 -0.31069 -3.3 -2.7 3.0 -0.121
H 5.69532 -3.38303 -0.88345 -1.4 -3.4 0.8 -0.249
H 4.38572 -3.39947 -0.04121 0.7 -1.0 -0.3 0.032


Entry 2:
6
Properties=species:S:1:pos:R:3:forces:R:3:lowdin_charge:R:1 method="wB97M-V/def2-TZVPD" total_charge=0 smiles=O.O e_tot_ev=-4159.7149 spin_multiplicity=1 e_lumo_ev=0.86
H -2.46674 0.79901 0.55623 -2.0 -0.2 1.7 -0.014
H -0.98498 0.66556 0.43041 -0.5 0.2 -0.6 0.040
H 1.62163 -1.53169 0.01162 0.1 1.1 -0.5 0.055
H 2.12137 -0.26186 -0.79558 0.4 -0.2 -0.4 0.023
O -1.79829 0.89585 -0.06599 2.6 0.0 -1.1 -0.043
O 1.50702 -0.56688 -0.13669 -0.6 -0.9 0.9 -0.061


Entry 3:
6
Properties=species:S:1:pos:R:3:forces:R:3:lowdin_charge:R:1 method="wB97M-V/def2-TZVPD" total_charge=0 smiles=O.O e_tot_ev=-4159.5736 spin_multiplicity=1 e_lumo_ev=0.88
H 1.04979 -2.08793 -0.26375 -1.2 0.7 -0.3 0.052
H -0.08635 -1.81249 -1.33868 0.7 0.4 2.0 0.069
H -0.68930 2.51257 0.86010 1.6 -0.6 -1.2 0.067
H -0.43238 1.08381 0.75633 0.9 0.0 -0.7 0.029
O 0.19629 -1.59788 -0.39402 0.5 -1.1 -1.6 -0.108
O -0.03805 1.90193 0.38001 -2.4 0.5 1.9 -0.109


Entry 4:
8
Properties=species:S:1:pos:R:3:forces:R:3:lowdin_charge:R:1 method="wB97M-V/def2-TZVPD" total_charge=0 e_tot_ev=-22735.6981 spin_multiplicity=1 e_lumo_ev=-0.39
O 1.96033 0.20593 0.05262 -2.2 0.7 -2.4 -0.473
O 0.02575 -1.26272 1.02743 -1.7 -1.0 0.2 -0.415
P -1.11957 0.92364 -0.32250 -1.0 0.6 2.1 0.525
P 0.10164 -0.82457 -0.49630 3.1 1.4 -0.5 0.644
H 2.14864 1.05454 -0.51886 -0.8 -2.6 1.6 0.027
H 0.87633 -1.06098 1.34925 2.1 0.4 1.4 0.000
H -2.23218 0.22950 0.39151 1.2 0.5 -0.5 -0.090
H -1.76095 0.73465 -1.48315 -0.8 -0.1 -1.8 -0.218


Results for ΔE to the lowest compared entry with this formula, charge and spin: 47.8; 5.2; 8.4; 51.6 (in kcal/mol, following the order of the records).
Results for Kohn-Sham gap: 10.02; 12.12; 12.13; 8.85 (in eV, following the order of the records).
Results for largest force on an atom: 9.90; 2.84; 3.17; 3.49 (in eV Å⁻¹, following the order of the records).